Molecular formula: C51H119BN3O36
Method: DFT, ωB97M-V with the def2-TZVPD basis set

The geometry in XYZ format:
```
210
C51H119BN3O36 ωB97M-V with the def2-TZVPD basis set
O 1.36830 -2.38136 -0.26722
C 0.61137 -1.46471 -0.25915
O 0.86110 -0.19244 0.06985
B -0.34598 0.61662 -0.19366
O -1.38059 -0.34243 -0.61735
C -0.87408 -1.54968 -0.67045
O -1.40990 -2.54003 -1.07174
O -0.11681 1.60884 -1.30138
C -0.28977 2.82681 -0.87386
O -0.17806 3.84708 -1.49993
C -0.76656 2.72665 0.57285
O -0.83733 1.47547 0.91011
O -1.02128 3.68419 1.25543
C -2.10321 6.45462 -1.70963
N -3.56956 6.22751 -1.59769
O -3.97209 6.03811 -0.47128
O -4.23582 6.32095 -2.59903
H -1.68029 5.46920 -1.91641
H -1.71632 7.01054 -0.86826
H -1.91155 6.94115 -2.66643
C 0.06522 5.63482 3.70125
N 0.37363 6.47253 4.87970
O 0.99679 7.50912 4.71940
O 0.08930 6.04367 5.99712
H 1.02547 5.54464 3.19702
H -0.58026 6.23743 3.06581
H -0.35700 4.66465 3.92495
C 1.83414 -4.47798 -2.92607
N 1.04677 -5.67817 -3.28750
O 1.14103 -6.60856 -2.51042
O 0.26827 -5.58499 -4.21086
H 1.11466 -3.82312 -2.43389
H 2.28881 -4.05773 -3.81915
H 2.64588 -4.66703 -2.23310
C 7.63375 -3.74944 1.71032
O 6.69656 -4.06749 0.68842
C 7.27357 -3.71822 -0.55414
C 6.24617 -3.85217 -1.70216
O 5.06781 -3.03113 -1.54191
C 4.21666 -3.43760 -0.48073
H 8.56210 -4.31917 1.59496
H 7.19422 -4.14200 2.62967
H 7.86674 -2.69231 1.84319
H 8.01337 -4.48686 -0.81911
H 7.64979 -2.69319 -0.52736
H 5.90454 -4.88684 -1.78440
H 6.60725 -3.41579 -2.63143
H 4.52755 -2.97820 0.45838
H 4.07876 -4.51592 -0.37881
H 3.21815 -3.00987 -0.60132
C 1.01234 -6.71183 4.33879
O 0.27594 -5.77897 3.58602
C 1.07124 -4.64065 3.28959
C 0.16453 -3.40360 3.29560
O -1.06183 -3.66574 2.66298
C -1.70398 -2.45667 2.34391
H 1.93418 -7.10309 3.87664
H 0.40989 -7.59560 4.53218
H 1.41554 -6.19327 5.21787
H 1.61730 -4.69328 2.34109
H 1.83239 -4.51045 4.06792
H 0.78892 -2.65621 2.79237
H 0.00382 -3.13833 4.34443
H -2.40454 -2.65730 1.53669
H -0.98702 -1.68664 2.01884
H -2.16553 -1.94233 3.19724
C -9.66895 -1.46137 -0.90806
O -8.39420 -1.99779 -1.22196
C -7.64001 -1.02652 -1.92792
C -6.37197 -1.59917 -2.45858
O -5.68627 -2.23177 -1.39079
C -4.28250 -2.37192 -1.63786
H -10.24136 -1.02780 -1.73201
H -9.48754 -0.68432 -0.15712
H -10.28671 -2.23135 -0.44862
H -7.33993 -0.23543 -1.22833
H -8.15887 -0.55153 -2.76622
H -5.76722 -0.79415 -2.89464
H -6.45496 -2.41466 -3.19394
H -4.20729 -2.78099 -2.64921
H -3.82678 -3.02315 -0.90193
H -3.85415 -1.37289 -1.53871
C -2.34195 -8.80610 3.78804
O -1.74218 -7.87343 2.91333
C -1.63921 -8.42935 1.61447
C -0.57840 -7.65791 0.83559
O -0.76356 -6.27353 1.07763
C -0.10164 -5.36007 0.23243
H -1.74501 -9.72279 3.89023
H -3.36019 -9.09493 3.51602
H -2.30624 -8.37669 4.79065
H -2.61172 -8.28927 1.12897
H -1.36688 -9.48706 1.51949
H -0.70763 -7.87461 -0.22960
H 0.41717 -7.90893 1.21947
H -0.37979 -4.41043 0.67551
H -0.37511 -5.41239 -0.82176
H 0.99295 -5.35529 0.31480
C 2.74796 4.66436 1.30858
O 3.33983 4.33538 2.56545
C 4.57927 4.98943 2.77821
C 5.71920 4.58510 1.88510
O 5.66069 5.08422 0.56373
C 5.83899 6.44980 0.33349
H 1.70928 4.34156 1.33324
H 3.37047 4.14322 0.57568
H 2.80585 5.73344 1.07185
H 4.79880 4.94539 3.84716
H 4.37291 6.06891 2.68833
H 5.76815 3.50431 1.75528
H 6.64036 4.96757 2.34686
H 6.90113 6.70928 0.43969
H 5.24585 7.12464 0.95918
H 5.56783 6.69267 -0.69391
C 4.31721 7.21630 -3.50465
O 3.70368 7.32019 -2.21295
C 2.49225 6.54005 -2.04071
C 1.35208 7.12093 -2.87434
O 1.31253 6.60693 -4.18605
C 0.77399 5.30261 -4.26936
H 4.84492 6.26331 -3.58842
H 4.96921 8.08242 -3.57421
H 3.54524 7.26343 -4.27243
H 2.34215 6.69046 -0.97247
H 2.79408 5.52137 -2.29218
H 1.57480 8.18732 -2.95356
H 0.42133 7.08158 -2.29893
H 1.04760 4.86165 -5.22989
H -0.29938 5.18187 -4.11958
H 1.33160 4.68080 -3.56249
C -6.86196 1.13971 -5.37624
O -7.17826 1.33946 -4.04896
C -6.83877 2.61905 -3.52792
C -5.33197 2.76946 -3.27918
O -4.82893 1.64474 -2.59883
C -3.44196 1.70794 -2.40477
H -7.37281 1.83738 -6.05446
H -7.05793 0.11347 -5.70458
H -5.80598 1.15716 -5.69880
H -7.33947 2.62262 -2.56188
H -7.18388 3.38827 -4.22143
H -5.06133 3.68439 -2.73806
H -4.85888 2.97118 -4.25212
H -3.12173 2.66404 -1.97391
H -2.85441 1.38413 -3.26897
H -3.16639 0.99246 -1.62274
C -1.02128 0.65644 -7.33194
O -1.13879 -0.32552 -6.33277
C -0.00377 -1.16320 -6.27249
C 0.11633 -1.83686 -4.88357
O 0.61076 -1.06290 -3.80825
C -0.35914 -0.10612 -3.38121
H -1.94426 1.23210 -7.27142
H -1.04061 0.22115 -8.34422
H -0.07998 1.21182 -7.29004
H 0.90904 -0.54781 -6.31807
H 0.05884 -1.81247 -7.15210
H 0.82503 -2.65897 -4.99228
H -0.83092 -2.31084 -4.60756
H -1.05447 -0.56889 -2.68080
H -0.83178 0.42369 -4.20808
H 0.11298 0.75386 -2.89475
C -2.61185 1.27607 3.61913
O -3.81970 1.02604 4.31227
C -3.56678 0.57968 5.62157
C -4.70736 -0.34914 6.06063
O -5.91537 0.17181 5.56930
C -7.00519 -0.70249 5.82769
H -2.06424 0.40581 3.24849
H -1.98612 1.88627 4.28443
H -2.78607 1.93202 2.76587
H -3.68340 1.43850 6.30864
H -2.55493 0.21562 5.80085
H -4.79952 -0.53709 7.13384
H -4.41996 -1.28766 5.55928
H -7.19079 -0.74891 6.90121
H -6.79476 -1.74262 5.54197
H -7.80106 -0.44568 5.13510
C 2.87974 -0.97131 3.14574
O 2.60018 -1.70722 4.32439
C 2.44900 -0.82353 5.44083
C 1.41157 -1.42453 6.42013
O 1.22077 -2.80155 6.53449
C 2.40803 -3.50775 6.81971
H 3.34023 -1.52137 2.32353
H 3.50634 -0.08834 3.30244
H 1.93916 -0.60607 2.71521
H 2.04040 0.13533 5.12140
H 3.40527 -0.73375 5.96055
H 0.43199 -1.01999 6.16897
H 1.76418 -0.99174 7.37080
H 2.75154 -3.20094 7.81941
H 3.20075 -3.32883 6.09082
H 2.16558 -4.56575 6.89651
C 4.46496 0.33850 -0.00525
O 4.38120 1.18191 -1.12376
C 3.06751 1.20814 -1.68561
C 2.91937 2.23881 -2.76744
O 3.61114 1.77714 -3.93257
C 3.35481 2.68148 -4.99829
H 3.78474 0.64389 0.80129
H 5.53534 0.41635 0.20138
H 4.22494 -0.72269 -0.16791
H 2.38696 1.41927 -0.85854
H 2.85886 0.20393 -2.06778
H 3.26315 3.21575 -2.41079
H 1.86450 2.34661 -3.04140
H 3.43725 3.73049 -4.70070
H 2.32084 2.51895 -5.33094
H 4.03726 2.42052 -5.80422
```

Results
net charge	-1
orbital gap	0.3220	hartree
HOMO level	-6.86	eV
energy	-133656.89186	eV